No. 1
DFT (the ωB97M-V functional and the def2-TZVPD basis) results for CH9NO3 as an isolated structure in a non-equilibrium geometry.

The geometry in XYZ format:
```
14
Properties=species:S:1:pos:R:3:forces:R:3:lowdin_charge:R:1
N 3.1655 0.1932 -0.3423 -0.9 -3.5 0.4 0.295
C 2.0604 -0.3705 0.4835 2.6 3.3 0.2 0.121
O -0.4686 -1.1142 -0.2169 0.3 0.3 0.1 -0.035
H 3.3847 -0.5601 -1.0111 0.2 0.6 -0.6 0.160
H 4.0574 0.6035 -0.0318 -0.6 1.1 0.2 0.177
H 2.6002 -0.8452 1.3269 -0.6 -0.8 -0.3 0.147
H 1.3771 0.4325 0.7506 -0.2 -0.2 0.2 0.107
H 0.4946 -1.1220 -0.0731 -0.6 -0.5 -0.2 -0.040
H -3.3115 0.6497 -0.1892 0.2 0.9 -0.4 -0.063
H -3.5599 -0.9482 -0.8690 0.4 0.0 -0.2 0.067
O -3.8483 -0.3554 -0.1645 -0.7 -0.5 0.7 0.052
H -2.7034 2.1532 0.5057 -0.2 -0.6 -0.1 0.056
H -0.7484 -0.2126 0.0183 -0.3 -0.2 -0.2 0.027
O -2.5000 1.4961 -0.1870 0.5 0.0 0.0 -0.070
```
Positions in Å, forces in eV/Å.

## Properties
**Multiplicity**: 2
**Expectation value of S²**: 1.74
**Total charge**: +1

No. 2
DFT (the ωB97M-V functional and the def2-TZVPD basis) results for a 4-piece molecular cluster, CH9O3S overall.

The geometry in XYZ format:
```
14
Properties=species:S:1:pos:R:3:forces:R:3:lowdin_charge:R:1
C -1.8395 2.4324 0.9617 0.0 0.3 -0.6 -0.682
S -1.0661 0.7925 0.8516 0.2 0.0 0.2 0.227
H -1.9940 2.7662 1.9737 -0.2 -0.1 0.6 -0.022
H -2.8006 2.4436 0.4387 0.0 0.1 0.1 -0.015
H -1.2227 3.2289 0.5281 0.0 -0.2 -0.2 -0.009
H -1.9104 -2.2363 0.9549 0.2 -0.1 0.0 0.007
H -0.8851 -1.5488 0.1680 0.2 0.2 -0.1 -0.091
O -1.0919 -2.4408 0.4825 -0.4 -0.1 0.0 -0.148
H 0.6655 2.0307 0.1423 0.0 -0.1 -0.2 -0.115
H 2.0697 2.2433 0.6085 0.0 0.1 -0.1 0.006
O 1.4656 2.5745 -0.0645 0.0 -0.1 0.2 -0.160
H 3.8722 -4.1965 -2.6407 0.0 0.1 -0.2 0.026
H 2.7000 -3.5200 -2.0019 -0.2 0.2 -0.2 0.040
O 3.1230 -3.6314 -2.8636 0.2 -0.2 0.4 -0.066
```
Positions in Å, forces in eV/Å.

## Properties
**Total charge**: -1

No. 3
DFT (the ωB97M-V functional and the def2-TZVPD basis) results for a 5-piece molecular cluster, CH9O6 overall.

The geometry in XYZ format:
```
16
Properties=species:S:1:pos:R:3:forces:R:3:lowdin_charge:R:1
O -2.1363 0.0188 -0.2260 0.1 -0.1 0.0 -0.139
C -2.5572 -1.1761 -0.1103 0.0 0.3 0.1 -0.568
O -1.9761 -2.1327 0.4110 0.1 -0.1 0.0 -0.075
H -3.5781 -1.3384 -0.5215 0.0 -0.1 0.0 0.110
H 4.3513 0.0746 -0.1534 0.0 0.0 0.1 -0.019
H 5.4282 0.2299 0.9254 0.0 0.0 0.0 0.015
O 5.3199 0.1326 -0.0231 0.0 0.0 -0.1 -0.099
H -3.3127 1.2305 -0.5990 -0.1 0.0 0.0 -0.020
H -3.7199 2.6270 -0.1152 0.0 0.0 0.0 0.009
O -3.9784 1.9510 -0.7482 0.1 0.0 0.1 -0.121
H -0.0554 -1.2636 1.1263 0.1 0.1 0.0 0.037
H -0.5534 -0.0287 0.4855 0.2 0.0 0.2 0.020
O 0.2537 -0.3545 0.9765 -0.3 -0.1 -0.1 -0.101
H 2.2589 0.2043 -1.2461 0.1 -0.1 0.4 0.048
H 1.7079 -0.1534 0.1680 0.0 0.0 -0.1 0.001
O 2.5475 -0.0213 -0.3500 -0.1 0.1 -0.4 -0.097
```
Positions in Å, forces in eV/Å.

## Properties
**Total charge**: -1

No. 4
DFT (the ωB97M-V functional and the def2-TZVPD basis) results for CHAlO2 as an isolated structure in a non-equilibrium geometry.

The geometry in XYZ format:
```
5
Properties=species:S:1:pos:R:3:forces:R:3:lowdin_charge:R:1
O -1.3472 0.0222 -0.0871 3.6 3.5 0.0 0.236
C -0.1707 0.4453 -0.0371 -7.9 -3.7 -0.3 -0.180
O 0.5274 -0.7808 0.0460 1.5 -0.2 0.1 0.023
Al 1.6627 0.5957 0.0915 1.8 -0.2 0.1 1.544
H -0.6219 -1.3036 -0.0046 1.0 0.7 0.0 0.378
```
Positions in Å, forces in eV/Å.

## Properties
**Total charge**: +2

No. 5
DFT (the ωB97M-V functional and the def2-TZVPD basis) results for CHBr2FS as an isolated structure in a non-equilibrium geometry.

The geometry in XYZ format:
```
6
Properties=species:S:1:pos:R:3:forces:R:3:lowdin_charge:R:1
C -2.2132 -0.0610 -0.4365 3.0 -1.7 0.7 -1.566
F -2.0901 -0.2549 -1.7594 -0.6 0.2 0.3 -0.130
S -0.4673 -0.9245 0.3783 -1.7 0.9 -0.8 0.524
Br -3.7134 -0.9576 0.3253 -0.2 0.1 -0.3 0.663
Br -2.1133 1.7903 0.0044 -0.1 0.0 -0.1 0.673
H -0.3647 -2.0584 -0.3725 -0.5 0.5 0.1 -0.164
```
Positions in Å, forces in eV/Å.

No. 6
DFT (the ωB97M-V functional and the def2-TZVPD basis) results for CHBr2IO2S as an isolated structure in a non-equilibrium geometry.

The geometry in XYZ format:
```
8
Properties=species:S:1:pos:R:3:forces:R:3:lowdin_charge:R:1
C 0.4112 -0.5925 -0.5917 -0.8 -2.8 1.1 -1.305
O -1.9718 0.5653 -0.0875 -2.4 0.0 -1.1 -0.366
O 0.1342 1.8592 0.1862 -0.6 -0.2 0.6 -0.425
S -0.6321 0.6515 0.2812 2.6 -0.3 1.5 0.038
Br 0.5963 0.3353 -2.2364 0.3 -0.8 -0.9 0.742
Br 2.0204 -0.6896 0.4857 0.6 -0.1 -0.9 0.568
I -0.5511 -0.3238 2.5187 -0.5 0.3 0.3 0.605
H -0.0071 -1.8054 -0.5562 0.8 4.0 -0.6 0.143
```
Positions in Å, forces in eV/Å.

No. 7
DFT (the ωB97M-V functional and the def2-TZVPD basis) results for a 2-piece molecular cluster, CHBrClNO overall in a non-equilibrium geometry.

The geometry in XYZ format:
```
6
Properties=species:S:1:pos:R:3:forces:R:3:lowdin_charge:R:1
O 1.5501 -0.0202 -2.2809 0.3 0.8 -1.0 0.038
N 0.9644 -0.5602 -1.4066 -0.6 -2.4 2.7 -0.205
C 0.6233 -1.2959 -0.5399 -0.3 1.2 -0.7 -0.509
Cl -0.3599 -1.7436 0.7533 0.6 0.3 -0.9 0.672
Br -1.5822 1.7407 2.3689 -0.9 -0.3 2.8 0.381
H -1.1956 1.8792 1.1053 0.9 0.3 -2.8 -0.377
```
Positions in Å, forces in eV/Å.

## Properties
**Structure (SMILES)**: [O-][N+]#CCl.Br

No. 8
DFT (the ωB97M-V functional and the def2-TZVPD basis) results for an isolated molecule of CHBrF2OS in a non-equilibrium geometry.

The geometry in XYZ format:
```
7
Properties=species:S:1:pos:R:3:forces:R:3:lowdin_charge:R:1
C 0.4011 0.2698 0.6543 1.6 -1.3 4.1 -0.469
O -1.4891 -1.9026 0.9481 4.6 1.4 1.8 -0.610
F -0.1951 1.1769 1.4229 -0.3 0.1 -0.4 0.055
F 1.7369 0.5168 0.7165 -1.2 -0.5 -0.5 0.019
S -0.0811 -1.5078 1.5904 -4.5 0.6 -2.0 0.539
Br 1.4816 -2.6678 0.6755 0.7 -0.5 -0.5 0.369
H -0.0042 0.1159 -0.2732 -0.8 0.1 -2.6 0.098
```
Positions in Å, forces in eV/Å.

no.,E (eV)
1,-8799.604
2,-18161.981
3,-13471.225
4,-11718.048
5,-154689.632
6,-164166.907
7,-87151.907
8,-89411.586